[1]
Below is a structure of composition C26H50IrP2Si, with properties calculated with ωB97M-V/def2-TZVPD.

```
80
Properties=species:S:1:pos:R:3
Ir -0.61 1.50 -1.55
C -0.94 -2.29 2.64
C 0.32 -2.40 1.98
C 0.60 -1.13 3.88
C -0.76 -1.50 3.81
C 1.27 -1.68 2.75
C -2.21 -2.90 2.19
H -2.02 -3.85 1.67
H -2.78 -2.23 1.48
H -2.86 -3.09 3.05
C -1.83 -1.13 4.76
H -2.51 -0.37 4.34
H -1.40 -0.72 5.68
H -2.44 -2.00 5.01
C 1.23 -0.33 4.95
H 1.64 -0.98 5.75
H 0.51 0.35 5.42
H 2.06 0.27 4.56
C 2.71 -1.53 2.43
H 3.29 -1.35 3.34
H 2.89 -0.69 1.74
H 3.09 -2.44 1.94
C 0.61 -3.11 0.72
H 1.55 -3.68 0.81
H 0.73 -2.42 -0.13
H -0.19 -3.81 0.47
C -1.06 2.05 -3.42
C -1.81 0.79 -2.81
C -1.35 -0.55 -3.33
C -0.01 -0.98 -2.67
C 0.50 0.00 -1.61
C 1.59 0.95 -2.10
C 1.46 1.98 -3.27
C 0.24 1.82 -4.19
H -1.25 -0.51 -4.42
H 0.76 -1.15 -3.44
H -2.12 -1.29 -3.10
H 0.24 0.88 -4.74
H -1.84 2.53 -4.03
H -2.89 0.95 -2.77
H 0.28 2.62 -4.94
H 1.48 3.00 -2.86
H 2.27 0.18 -2.54
H 2.36 1.88 -3.88
H -0.15 -1.95 -2.17
H 0.82 -0.48 -0.69
P -4.39 -2.34 0.14
C -4.53 -0.73 -0.73
C -3.35 -3.16 -1.12
P 4.30 1.07 -0.66
C 2.58 1.50 -1.03
C 4.80 0.03 -2.12
C 5.12 2.67 -1.10
H -4.86 0.01 0.02
H -5.32 -0.84 -1.49
H -3.59 -0.38 -1.19
H -2.57 -2.50 -1.53
H -4.03 -3.51 -1.91
H -2.87 -4.04 -0.66
H 5.22 2.77 -2.19
H 6.11 2.68 -0.63
H 4.51 3.50 -0.70
H 2.19 2.37 -0.49
H -0.93 2.93 -2.64
H 5.74 -0.46 -1.84
H 4.96 0.65 -3.01
H 4.05 -0.75 -2.32
C -1.51 3.92 0.63
Si -1.03 2.09 0.59
C 0.52 1.84 1.67
C -2.35 0.99 1.36
H -2.19 4.18 -0.20
H -0.62 4.56 0.55
H -2.02 4.14 1.57
H 0.20 1.61 2.70
H 1.14 1.01 1.32
H 1.13 2.75 1.70
H -3.36 1.37 1.17
H -2.29 -0.03 0.96
H -2.20 0.92 2.45
```

For the energy above the lowest of the compared OMol25 structures with the same formula, charge and spin, the calculation gives 267.5 kJ/mol. The frontier orbital gap (spin up / spin down) comes out at 5.48 / 5.95 eV. The calculation puts the max |F| at 0.10742 hartree/bohr. The calculation puts the HOMO energy (spin up / spin down) at -12.2 / -13.8 eV. For the total energy, the calculation gives -57043.4407 eV. The charge is +2. The spin multiplicity is 6. The LUMO energy (spin up / spin down) comes out at -6.73 / -7.85 eV.

Mulliken atomic charge list, values in e, 6 entries: Ir 0.69; C 0.75; C 0.55; C 0.60; C 0.02; C 0.73

[2]
Below is a cluster of 2 separate species, C12H4Cl4NO5 in total, with properties calculated with ωB97M-V/def2-TZVPD.

```
26
Properties=species:S:1:pos:R:3
Cl -2.21 6.30 1.47
C -1.38 4.81 1.46
C -2.10 3.63 1.46
Cl -3.80 3.61 1.46
C -1.45 2.32 1.45
O -2.06 1.26 1.41
C 0.11 2.31 1.53
O 0.71 1.25 1.65
C 0.77 3.62 1.47
Cl 2.47 3.59 1.47
C 0.06 4.81 1.45
Cl 0.90 6.29 1.44
O 1.72 -0.12 -1.12
C 1.26 -1.28 -1.17
C 0.58 -1.82 -2.36
C 0.11 -3.11 -2.42
C 0.25 -3.97 -1.31
N -0.23 -5.31 -1.39
O -0.08 -6.06 -0.40
O -0.78 -5.68 -2.45
C 0.88 -3.51 -0.12
C 1.35 -2.23 -0.04
H 0.48 -1.15 -3.21
H -0.38 -3.48 -3.32
H 0.97 -4.20 0.72
H 1.83 -1.86 0.87
```

For the energy above the lowest of the compared OMol25 structures with the same formula, charge and spin, the calculation gives 33.9 kJ/mol. The frontier orbital gap comes out at 3.12 eV. The calculation puts the max |F| at 0.04935 hartree/bohr. The calculation puts the HOMO energy at -3.6 eV. For the total energy, the calculation gives -74323.5240 eV. The charge is -1. The LUMO energy comes out at -0.51 eV.

natural (NBO) atomic charge list, values in e, 6 entries: Cl 0.09; C -0.06; C -0.15; Cl 0.08; C 0.41; O -0.41

[3]
Below is a structure of composition C37H39B2F4N6O6PTi, with properties calculated with ωB97M-V/def2-TZVPD.

```
96
Properties=species:S:1:pos:R:3
Ti -0.76 -0.01 -0.14
C 1.85 -0.10 3.61
C 0.75 -0.20 2.61
N 0.91 0.11 1.38
O 2.17 0.46 0.98
B 2.30 1.92 0.65
F 3.57 2.09 0.17
F 2.02 2.66 1.80
O 1.37 2.35 -0.43
N 0.06 2.12 -0.14
C -0.74 3.12 -0.07
C -0.32 4.54 -0.19
C -2.14 2.72 0.24
N -2.32 1.45 0.37
O -3.57 1.06 0.73
B -3.59 0.50 2.13
F -3.02 1.47 2.98
F -4.88 0.19 2.43
O -2.78 -0.76 2.27
N -1.47 -0.54 2.00
C -0.65 -0.55 2.99
C -1.03 -0.82 4.41
C -3.25 3.69 0.44
H 2.14 0.95 3.69
H 2.72 -0.64 3.24
H 1.56 -0.48 4.58
H 0.76 4.60 -0.15
H -0.75 5.13 0.63
H -0.67 4.97 -1.13
H -0.39 -1.60 4.83
H -0.90 0.08 5.00
H -2.07 -1.13 4.45
H -2.92 4.72 0.29
H -3.65 3.57 1.45
H -4.06 3.46 -0.25
N -0.72 0.37 -1.85
P -0.29 -0.06 -3.29
C 1.49 -0.32 -3.48
C 2.34 0.56 -2.81
C 3.71 0.41 -2.93
C 4.24 -0.61 -3.71
C 3.39 -1.49 -4.37
C 2.01 -1.35 -4.25
C -0.72 1.20 -4.51
C -0.18 1.21 -5.79
C -0.57 2.19 -6.70
C -1.50 3.15 -6.32
C -2.03 3.15 -5.04
C -1.64 2.18 -4.13
C -1.11 -1.58 -3.81
C -2.19 -1.55 -4.69
C -2.93 -2.71 -4.92
C -2.60 -3.88 -4.26
C -1.52 -3.91 -3.38
C -0.79 -2.77 -3.15
H 1.93 1.34 -2.18
H 4.36 1.10 -2.40
H 5.31 -0.73 -3.80
H 3.80 -2.29 -4.97
H 1.36 -2.06 -4.75
H 0.54 0.46 -6.09
H -0.16 2.20 -7.70
H -1.80 3.91 -7.03
H -2.75 3.90 -4.75
H -2.04 2.16 -3.13
H -2.46 -0.63 -5.19
H -3.77 -2.68 -5.60
H -3.18 -4.78 -4.43
H -1.28 -4.83 -2.86
H 0.03 -2.78 -2.44
C 3.76 -4.42 4.35
C 3.28 -3.79 3.08
C 1.98 -3.98 2.63
C 1.51 -3.39 1.46
C 0.12 -3.70 1.00
C 2.40 -2.58 0.73
C 1.97 -1.87 -0.47
O 0.84 -1.48 -0.73
C 3.74 -2.42 1.13
C 4.71 -1.58 0.35
C 4.15 -3.02 2.31
H 2.97 -5.00 4.83
H 4.10 -3.66 5.06
H 4.61 -5.08 4.16
H 1.31 -4.62 3.20
H -0.25 -4.59 1.52
H 0.07 -3.89 -0.07
H -0.58 -2.88 1.19
H 2.75 -1.68 -1.23
H 4.38 -0.54 0.31
H 4.82 -1.94 -0.67
H 5.69 -1.61 0.82
H 5.17 -2.88 2.64
O -4.12 -2.56 -0.35
C -3.08 -2.03 -0.39
N -1.98 -1.56 -0.44
```

For the energy above the lowest of the compared OMol25 structures with the same formula, charge and spin, the calculation gives 52.5 kJ/mol. The frontier orbital gap comes out at 7.88 eV. The calculation puts the max |F| at 0.01659 hartree/bohr. The calculation puts the HOMO energy at -8.8 eV. For the total energy, the calculation gives -104864.3447 eV. The charge is 0. The LUMO energy comes out at -0.88 eV.

Mulliken atomic charge list, values in e, 6 entries: Ti -1.27; C -1.42; C -0.28; N 1.97; O -0.35; B 0.40

[4]
Below is a cluster of 2 separate species, C2H2NO3S in total, with properties calculated with ωB97M-V/def2-TZVPD.

```
9
Properties=species:S:1:pos:R:3
C 1.49 -0.10 1.10
C -0.72 -0.44 -0.15
N -0.71 0.63 -0.94
O -1.47 1.58 -0.55
O 1.93 0.82 0.56
O -0.14 0.72 -2.09
S 1.43 -1.43 1.92
H -1.52 -0.27 0.59
H -0.29 -1.49 -0.44
```

For the energy above the lowest of the compared OMol25 structures with the same formula, charge and spin, the calculation gives 358.0 kJ/mol. The frontier orbital gap comes out at 6.46 eV. The calculation puts the max |F| at 0.05457 hartree/bohr. The calculation puts the HOMO energy at -3.4 eV. For the total energy, the calculation gives -20571.9047 eV. The charge is -1. The LUMO energy comes out at 3.07 eV.

natural (NBO) atomic charge list, values in e, 6 entries: C 0.47; C -0.49; N 0.40; O -0.60; O -0.46; O -0.58

[5]
Below is an isolated molecule of C4H6N2S, with properties calculated with ωB97M-V/def2-TZVPD.

```
13
Properties=species:S:1:pos:R:3
C 2.91 -0.21 -0.08
C 1.71 -0.84 0.16
N 0.48 -0.13 -0.01
C -0.58 -0.87 0.20
S -2.13 -0.53 -0.14
N 0.43 1.23 -0.30
C -0.50 1.92 0.30
H 3.79 -0.87 -0.09
H 3.13 0.91 -0.52
H 1.53 -1.94 0.48
H -0.37 -1.95 0.14
H -1.16 1.67 1.15
H -0.53 2.96 -0.18
```

For the energy above the lowest of the compared OMol25 structures with the same formula, charge and spin, the calculation gives 380.9 kJ/mol. The frontier orbital gap comes out at 8.36 eV. The calculation puts the max |F| at 0.07060 hartree/bohr. The calculation puts the HOMO energy at -8.2 eV. For the total energy, the calculation gives -18057.0253 eV. The charge is 0. The SMILES is C=CN(C=S)N=C. The LUMO energy comes out at 0.14 eV.

natural (NBO) atomic charge list, values in e, 6 entries: C -0.45; C -0.03; N -0.28; C -0.11; S -0.12; N -0.26

[6]
Below is an isolated molecule of CN2O2S, with properties calculated with ωB97M-V/def2-TZVPD.

```
6
Properties=species:S:1:pos:R:3
C 1.16 0.00 0.03
N 0.41 -0.94 0.02
N -0.89 -1.14 -0.07
O 2.08 0.68 0.03
O -0.92 1.28 -0.07
S -1.84 0.11 0.06
```

For the energy above the lowest of the compared OMol25 structures with the same formula, charge and spin, the calculation gives 229.8 kJ/mol. The frontier orbital gap comes out at 8.67 eV. The calculation puts the max |F| at 0.06070 hartree/bohr. The calculation puts the HOMO energy at -10.1 eV. For the total energy, the calculation gives -18944.8388 eV. The charge is 0. The LUMO energy comes out at -1.44 eV.

Atomic charges from the natural (NBO) analysis, expressed in e, are listed below: C 0.88; N -0.39; N -0.46; O -0.44; O -0.88; S 1.30